1.
Here is C17H23BiF5NO2P2 as an isolated structure from the Open Molecules 2025 dataset. Energies are from ωB97M-V/def2-TZVPD.

Energy relative to the best compared isomer or geometry (same formula, charge and spin) in kJ/mol: 380.6
Orbital gap (spin up / spin down) in eV: 4.67 / 4.67
Total charge: +2

Geometry as XYZ:
```
51
C17H23BiF5NO2P2, DFT ωB97M-V/def2-TZVPD
Bi 0.23 0.89 0.51
P 2.41 -0.68 0.21
C 2.43 -1.01 -1.51
C 1.22 -1.26 -2.20
N 0.01 -0.78 -1.72
C -1.14 -1.33 -2.10
C -1.21 -2.37 -3.00
C -0.03 -2.79 -3.61
C 1.18 -2.23 -3.24
C -2.37 -0.86 -1.39
P -2.30 0.81 -0.51
H 2.10 -2.48 -3.78
H -2.16 -2.82 -3.21
H -0.06 -3.61 -4.34
H -3.25 -0.82 -2.06
H -2.65 -1.54 -0.57
H 2.81 1.18 -2.97
H 3.39 -1.17 -2.02
H 1.07 3.06 -2.31
O 2.84 2.13 -2.68
H 3.72 2.19 -2.29
H 0.33 2.53 -0.80
O 0.29 3.30 -1.77
H 0.55 4.22 -1.53
C -2.68 1.95 -1.90
H -3.70 1.79 -2.28
H -2.57 3.00 -1.56
H -1.98 1.78 -2.74
C -3.69 0.85 0.64
H -3.56 1.68 1.33
H -4.65 0.97 0.13
H -3.72 -0.08 1.21
C 2.11 -2.36 0.90
H 3.00 -2.99 0.74
H 1.85 -2.36 1.95
H 1.29 -2.82 0.36
C 4.09 -0.16 0.75
H 4.04 0.12 1.82
H 4.83 -0.96 0.61
H 4.42 0.73 0.19
F -0.91 -1.67 2.24
C -0.76 -0.61 3.10
C -0.38 0.65 2.63
C -0.38 1.71 3.57
F -0.11 2.99 3.16
C -0.65 1.49 4.92
F -0.62 2.52 5.80
C -0.96 0.19 5.36
F -1.27 -0.02 6.66
C -1.04 -0.86 4.44
F -1.42 -2.10 4.85
```

Löwdin population analysis, charges in e, atoms 1 to 8: 1.48, 0.74, -0.31, -0.38, 0.01, -0.36, -0.02, -0.02

***

2.
Here is C17H23F12Mn2N4OP2 as an isolated structure from the Open Molecules 2025 dataset. Energies are from ωB97M-V/def2-TZVPD.

Orbital gap (spin up / spin down) in eV: 7.86 / 7.29
Multiplicity: 11
Total charge: +1

Geometry as XYZ:
```
61
C17H23F12Mn2N4OP2, DFT ωB97M-V/def2-TZVPD
Mn -2.30 -2.35 -1.32
Mn 0.32 -1.08 0.70
P -3.71 -4.66 -0.34
F -3.16 -5.86 0.59
F -2.62 -4.78 -1.52
F -4.79 -5.45 -1.10
F -4.06 -3.16 -1.34
F -4.67 -4.17 0.81
F -2.65 -3.65 0.31
P 0.71 -3.25 -1.87
F 0.11 -4.64 -2.25
F 1.47 -2.99 -3.20
F -0.71 -2.48 -2.63
F 1.14 -1.73 -1.44
F -0.22 -3.34 -0.57
F 1.91 -3.98 -1.09
C -2.53 -0.59 0.99
O -1.47 -1.12 0.08
H -2.73 -1.31 1.77
H -2.23 0.41 1.42
H -3.46 -0.35 0.42
N 2.17 2.27 -2.92
C 3.23 1.40 -3.18
C 4.36 1.92 -2.59
C 3.98 3.13 -1.90
C 2.62 3.33 -2.11
H 1.29 2.29 -3.38
H 3.00 0.52 -3.80
H 5.35 1.56 -2.61
H 4.64 3.77 -1.33
H 1.82 4.01 -1.81
N 1.77 -3.20 2.04
C 0.46 -3.60 2.05
C -0.25 -2.62 2.72
C 0.69 -1.56 3.08
C 1.92 -2.01 2.61
H 2.49 -3.72 1.57
H 0.05 -4.41 1.40
H -1.31 -2.61 2.78
H 0.44 -0.73 3.70
H 2.93 -1.61 2.83
N 2.96 0.97 0.74
C 1.79 0.97 0.10
C 0.84 1.56 0.88
C 1.53 1.95 2.08
C 2.86 1.64 1.89
H 3.86 0.72 0.21
H 1.66 0.57 -0.88
H -0.18 1.76 0.59
H 1.07 2.60 2.86
H 3.75 1.75 2.51
N -3.27 5.45 0.74
C -1.93 5.51 0.75
C -1.50 4.61 -0.19
C -2.63 3.93 -0.63
C -3.77 4.49 -0.08
H -3.73 6.10 1.37
H -1.42 6.23 1.36
H -0.46 4.41 -0.33
H -2.64 2.99 -1.28
H -4.77 4.20 -0.26
```

Löwdin population analysis, charges in e, atoms 1 to 8: 1.11, 1.00, 0.23, -0.09, -0.14, -0.02, -0.29, -0.08